Record 1
Below is an isolated ion of composition C4H7NO2 and charge -1 in a non-equilibrium geometry, with properties calculated with ωB97M-V/def2-TZVPD.

CARTESIAN COORDINATES (ANGSTROEM)
C (-1.61643, 0.56799, 0.34275)
N (-0.33203, 0.67577, -0.08132)
C (0.56490, 1.62774, 0.61005)
C (0.27430, -0.30452, -1.01085)
C (1.58603, -0.89040, -0.50068)
O (1.62469, -1.55589, 0.58405)
O (-2.34829, -0.38331, 0.08140)
H (-1.94664, 1.38547, 1.00126)
H (1.51651, 1.08149, 0.61681)
H (0.73086, 2.47180, -0.06647)
H (0.09942, 1.97742, 1.51908)
H (0.36534, 0.11513, -2.02110)
H (-0.39440, -1.16658, -1.04123)
H (2.49408, -0.74703, -1.12088)

Calculated values
Orbital gap (alpha / beta) = 4.05 / 7.29 eV
E_tot = -361.81037 hartree
2S+1 = 2
HOMO energy (alpha / beta) = -0.0613 / -3.3296 eV
Relative energy (zero: lowest compared OMol25 entry of this formula, charge and spin) = 19.2 kcal/mol
Total charge = -1

Record 2
Below is an isolated ion of composition C6H11NO and charge +1 in a non-equilibrium geometry, with properties calculated with ωB97M-V/def2-TZVPD.

CARTESIAN COORDINATES (ANGSTROEM)
O (3.15912, -0.05702, -0.19415)
C (1.98052, -0.03663, -0.02999)
C (0.99530, -0.02470, -1.17365)
C (-0.38088, -0.73678, -1.06157)
C (-0.94130, -0.40144, 0.33765)
C (-0.54415, -1.21895, 1.40093)
C (-2.48244, 1.37738, 0.16677)
N (-1.17392, 0.94479, 0.53557)
H (1.53264, 0.12903, 0.98258)
H (1.44934, -0.27005, -2.13002)
H (0.77639, 1.04017, -1.30561)
H (-0.98723, -0.24382, -1.81161)
H (-0.29262, -1.80137, -1.20485)
H (-0.74589, -0.93560, 2.43673)
H (-0.38344, -2.27600, 1.23044)
H (-2.70111, 1.44147, -0.91543)
H (-2.65269, 2.38167, 0.51042)
H (-3.28119, 0.69676, 0.49287)
H (-1.82284, -1.19374, 0.67154)

Calculated values
Orbital gap (alpha / beta) = 7.64 / 7.38 eV
E_tot = -364.77028 hartree
2S+1 = 2
HOMO energy (alpha / beta) = -13.6348 / -13.6394 eV
Relative energy (zero: lowest compared OMol25 entry of this formula, charge and spin) = 99.7 kcal/mol
Total charge = +1

Record 3
Below is a 2-piece molecular cluster, C6H13O overall, with properties calculated with ωB97M-V/def2-TZVPD.

CARTESIAN COORDINATES (ANGSTROEM)
C (-0.29171, 2.75691, 0.62047)
O (-0.00255, 1.63096, -0.07068)
C (-0.24909, 2.55857, 2.13845)
H (-1.30341, 3.18551, 0.37485)
H (0.39996, 3.60985, 0.37931)
H (-0.49885, 3.45172, 2.71783)
H (0.73912, 2.20142, 2.42267)
H (-0.94955, 1.75775, 2.40576)
C (0.00986, -2.40283, -0.94729)
C (0.32374, -1.11359, -0.92501)
C (1.72112, -0.63300, -1.16064)
C (-1.37080, -2.93129, -0.69150)
H (0.79501, -3.10933, -1.21221)
H (-0.32010, -0.28953, -0.60384)
H (1.72111, 0.25582, -1.79783)
H (2.14836, -0.30490, -0.20578)
H (2.36429, -1.41031, -1.59241)
H (-2.02552, -2.13124, -0.35648)
H (-1.38919, -3.70407, 0.08868)
H (-1.82182, -3.37842, -1.58436)

Calculated values
Orbital gap = 6.44 eV
E_tot = -311.60923 hartree
2S+1 = 1
HOMO energy = -2.4959 eV
Relative energy (zero: lowest compared OMol25 entry of this formula, charge and spin) = 14.3 kcal/mol
Total charge = -1

Record 4
Below is one molecule with the formula C4H8N2OS in a non-equilibrium geometry, with properties calculated with ωB97M-V/def2-TZVPD.

CARTESIAN COORDINATES (ANGSTROEM)
C (-0.87046, -0.93721, -0.35112)
C (0.19756, -0.07673, -1.11032)
C (1.11352, 1.49996, 1.02609)
C (-0.73518, -0.61503, 1.10322)
H (-2.50413, 0.03197, -0.39206)
H (-0.44808, -1.97954, -0.52619)
H (0.28201, -0.41898, -2.15068)
H (-0.35603, 0.89225, -1.18858)
H (2.15429, -0.21581, -1.33162)
H (1.52509, 2.25652, 1.64371)
H (0.42986, -0.80880, 1.44571)
H (-1.47172, -1.00060, 1.91618)
N (1.53280, -0.01776, -0.57556)
N (1.98356, 0.89888, 0.28319)
O (-2.01881, -0.72545, -0.88365)
S (-0.81428, 1.21632, 1.09168)

Calculated values
Orbital gap = 8.82 eV
E_tot = -740.03870 hartree
2S+1 = 1
HOMO energy = -8.2223 eV
Relative energy (zero: lowest compared OMol25 entry of this formula, charge and spin) = 77.4 kcal/mol
Total charge = 0

Record 5
Below is C6H11NO as an isolated structure in a non-equilibrium geometry, with properties calculated with ωB97M-V/def2-TZVPD.

CARTESIAN COORDINATES (ANGSTROEM)
C (0.18854, 0.96381, 1.35774)
C (-0.47538, 0.17966, 0.27582)
C (-1.69855, 1.12830, -0.11669)
C (-0.28010, 0.25318, -1.10862)
C (1.12157, -0.39921, -1.31965)
C (0.98489, -1.51138, -0.27805)
H (-0.31874, 0.70679, 2.32018)
H (1.27381, 0.59835, 1.63083)
H (0.25892, 1.97475, 1.29191)
H (-2.04055, 1.93064, 0.59091)
H (-2.60302, 0.56046, -0.19519)
H (-1.00039, -0.32092, -1.71478)
H (1.89399, 0.40463, -0.94407)
H (1.37370, -0.83060, -2.28859)
H (1.38106, -2.66271, -0.74442)
H (1.75410, -1.36981, 0.69080)
H (-0.46033, -1.78215, 1.39389)
N (-0.34976, -1.37721, 0.35398)
O (-1.00377, 1.55341, -1.19599)

Calculated values
Orbital gap = 9.73 eV
E_tot = -365.01638 hartree
2S+1 = 1
HOMO energy = -8.7756 eV
Relative energy (zero: lowest compared OMol25 entry of this formula, charge and spin) = 135.0 kcal/mol
Total charge = 0

Record 6
Below is C24H40MnN6O5PS2 as an isolated structure, with properties calculated with ωB97M-V/def2-TZVPD.

CARTESIAN COORDINATES (ANGSTROEM)
Mn (0.94613, 0.98141, 0.52970)
S (1.86708, 0.73439, 3.21541)
C (3.25467, 0.68179, 2.25254)
N (3.21673, 0.59856, 0.94146)
C (4.47240, 0.60590, 0.36191)
C (4.74313, 0.54838, -1.00635)
C (6.06172, 0.55571, -1.43402)
C (7.11718, 0.61821, -0.52275)
C (6.86249, 0.67710, 0.83979)
C (5.54296, 0.67160, 1.26972)
S (4.90432, 0.74256, 2.88748)
H (3.91466, 0.50200, -1.70332)
H (6.27515, 0.51042, -2.49586)
H (8.14006, 0.62357, -0.87871)
H (7.67540, 0.72966, 1.55504)
N (1.22391, 2.55347, -3.37496)
C (1.48992, 2.23073, -2.08732)
O (1.40948, 1.05577, -1.72046)
C (1.90397, 3.33235, -1.14813)
C (1.19797, 3.16661, 0.20685)
H (0.73219, 1.86239, -3.91778)
H (1.06332, 3.51824, -3.60192)
H (1.74397, 4.30074, -1.64369)
H (2.98617, 3.21392, -1.01741)
H (0.17005, 3.54105, 0.10318)
H (1.69359, 3.78490, 0.95817)
C (-0.28521, -2.06411, -0.05988)
N (1.05736, -1.54781, 0.28210)
C (1.96606, -1.86704, -0.83290)
N (2.03210, -3.31095, -1.09548)
C (0.67507, -3.78117, -1.39426)
N (-0.26403, -3.51410, -0.30206)
C (0.24452, -4.17152, 0.90460)
N (1.58873, -3.71246, 1.26850)
C (1.53484, -2.25846, 1.48128)
C (2.48006, -3.97348, 0.13444)
H (-0.64378, -1.55183, -0.95096)
H (-0.97286, -1.83703, 0.75207)
H (2.96297, -1.50447, -0.58541)
H (1.61649, -1.34919, -1.72628)
H (0.70788, -4.85742, -1.58061)
H (0.31882, -3.27862, -2.29549)
H (0.27222, -5.25088, 0.73652)
H (-0.43535, -3.96157, 1.73238)
H (2.53099, -1.89639, 1.73153)
H (0.87009, -2.03473, 2.31317)
H (2.52612, -5.05118, -0.04083)
H (3.48061, -3.61415, 0.38276)
C (-5.29060, 0.40442, -1.28449)
C (-4.31449, -0.75228, -1.07849)
C (-3.79135, -1.26709, -2.41650)
C (-4.98521, -1.87889, -0.30561)
O (-3.20652, -0.36615, -0.24500)
P (-2.31358, 0.97409, -0.44173)
O (-2.25136, 1.39990, -1.85404)
O (-1.06631, 0.62853, 0.32681)
O (-3.14921, 2.08773, 0.36738)
C (-3.15537, 2.29907, 1.79398)
C (-1.90840, 3.07809, 2.19289)
C (-3.25487, 0.99026, 2.57527)
C (-4.40019, 3.14357, 2.03511)
H (-6.14354, 0.06427, -1.87586)
H (-4.79823, 1.22771, -1.80537)
H (-5.65183, 0.77094, -0.32074)
H (-4.62411, -1.59356, -3.04515)
H (-3.12089, -2.11478, -2.25100)
H (-3.24038, -0.47279, -2.92157)
H (-5.83227, -2.27662, -0.87005)
H (-5.34372, -1.50986, 0.65861)
H (-4.26843, -2.68274, -0.12285)
H (-1.00778, 2.49877, 2.00456)
H (-1.94650, 3.32432, 3.25693)
H (-1.84499, 4.00294, 1.61586)
H (-2.38371, 0.36160, 2.38562)
H (-4.15161, 0.43768, 2.28639)
H (-3.30280, 1.21371, 3.64296)
H (-4.34013, 4.06848, 1.45823)
H (-4.49299, 3.39012, 3.09558)
H (-5.29096, 2.59573, 1.71850)

Calculated values
Orbital gap (alpha / beta) = 6.26 / 7.37 eV
E_tot = -3932.32367 hartree
2S+1 = 6
HOMO energy (alpha / beta) = -3.6221 / -4.7353 eV
Relative energy (zero: lowest compared OMol25 entry of this formula, charge and spin) = 6.6 kcal/mol
Total charge = -1